Arrangement P

Entry from the Open Molecules 2025 dataset: 2 unconnected molecules or ions with the total composition C4H12NO (ωB97M-V/def2-TZVPD).

Bonds (Å) are listed after each position.
CARTESIAN COORDINATES (ANGSTROEM)
1 O -0.723 -2.281 2.587  C2 1.406, H7 0.966
2 C -0.120 -1.787 1.416  O1 1.406, C3 1.568, H8 1.087, H9 1.092
3 C -1.233 -1.035 0.607  C2 1.568, N4 1.379, H10 1.101, H11 1.096
4 N -0.821 -0.459 -0.576  C3 1.379, H13 1.033
5 C 1.093 1.544 -1.832  C6 1.534, H12 1.105, H14 1.085, H15 1.101
6 C 0.777 2.373 -0.580  C5 1.534, H16 1.095, H17 1.094, H18 1.095
7 H -0.446 -3.206 2.608  O1 0.966
8 H 0.329 -2.624 0.889  C2 1.087
9 H 0.612 -1.026 1.694  C2 1.092
10 H -1.818 -0.393 1.283  C3 1.101
11 H -1.933 -1.840 0.354  C3 1.096
12 H 0.844 0.490 -1.615  C5 1.105
13 H -1.224 -1.032 -1.336  N4 1.033
14 H 0.571 1.838 -2.737  C5 1.085
15 H 2.161 1.679 -2.062  C5 1.101
16 H 0.105 3.220 -0.751  C6 1.095
17 H 1.611 2.827 -0.037  C6 1.094
18 H 0.215 1.711 0.087  C6 1.095

Values from the calculation:
Kohn-Sham gap = 5.4 eV
total charge = +1

=====

Arrangement Q

Entry from the Open Molecules 2025 dataset: 2 unconnected molecules or ions with the total composition C4H12NO (ωB97M-V/def2-TZVPD).

Bonds (Å) are listed after each position.
CARTESIAN COORDINATES (ANGSTROEM)
1 C -1.270 0.004 -2.793  C2 1.445, H6 1.091, H7 1.196, H8 1.185
2 C -0.752 0.681 -1.627  C1 1.445, C3 1.543, H9 1.199, H10 1.132
3 C -0.848 -0.132 -0.319  C2 1.543, N5 1.563, H11 1.140, H12 1.108
4 C 0.482 -0.221 1.900  N5 1.411, H13 1.096, H14 1.082
5 N -0.645 0.238 1.186  C3 1.563, C4 1.411, H15 1.099
6 H -1.117 0.527 -3.738  C1 1.091
7 H -2.450 -0.127 -2.935  C1 1.196
8 H -0.748 -1.027 -3.053  C1 1.185
9 H -1.459 1.649 -1.591  C2 1.199
10 H 0.365 0.755 -1.796  C2 1.132
11 H -0.006 -0.892 -0.426  C3 1.140
12 H -1.937 -0.235 -0.142  C3 1.108
13 H 1.109 -1.083 1.643  C4 1.096
14 H 0.510 0.225 2.885  C4 1.082
15 H -0.822 1.315 1.316  N5 1.099
16 H 3.069 -0.148 3.837  O18 0.968
17 H 3.599 -1.094 2.728  O18 0.967
18 O 2.919 -0.434 2.925  H16 0.968, H17 0.967

Values from the calculation:
Kohn-Sham gap = 9.1 eV
total charge = +1

=====

Arrangement R

Entry from the Open Molecules 2025 dataset: 2 unconnected molecules or ions with the total composition C4H12NO (ωB97M-V/def2-TZVPD).

Bonds (Å) are listed after each position.
CARTESIAN COORDINATES (ANGSTROEM)
1 C -0.552 0.888 1.017  N5 1.419, H7 1.116, H8 1.120, H9 1.098
2 C -1.132 0.316 -1.374  N5 1.476, H10 1.059, H11 1.157, H12 1.018
3 C -1.166 -1.418 0.218  N5 1.428, H13 1.008, H14 1.159, H15 1.159
4 C 2.389 0.192 -0.009  O6 1.343, H16 1.184, H17 1.192, H18 1.162
5 N -0.733 -0.076 -0.008  C1 1.419, C2 1.476, C3 1.428
6 O 1.411 -0.728 -0.003  C4 1.343
7 H 0.022 0.575 1.922  C1 1.116
8 H 0.056 1.763 0.670  C1 1.120
9 H -1.581 1.020 1.376  C1 1.098
10 H -2.047 0.849 -1.406  C2 1.059
11 H -0.245 0.974 -1.720  C2 1.157
12 H -1.180 -0.515 -1.960  C2 1.018
13 H -0.749 -1.975 -0.511  C3 1.008
14 H -0.571 -1.652 1.184  C3 1.159
15 H -2.274 -1.597 0.508  C3 1.159
16 H 2.534 1.110 0.724  C4 1.184
17 H 2.509 0.572 -1.133  C4 1.192
18 H 3.308 -0.299 0.506  C4 1.162

Values from the calculation:
Kohn-Sham gap (spin up / spin down) = 8.6 / 8.4 eV
total charge = +1

=====

Which one sits at the bottom of the stability order? arrangement P does.

=====

Arrangement P

Entry from the Open Molecules 2025 dataset: a gas-phase ion, C4H12NO (charge +1) (ωB97M-V/def2-TZVPD).

Bonds (Å) are listed after each position.
CARTESIAN COORDINATES (ANGSTROEM)
1 C 1.500 1.666 -0.475  C2 1.680, H7 1.046, H8 1.131, H9 1.138
2 C 0.596 0.307 -0.873  C1 1.680, C3 1.549, H10 1.113, H11 1.104
3 C -0.027 -0.297 0.410  C2 1.549, N4 1.474, C5 1.611, H12 1.170
4 N -1.044 0.632 0.935  C3 1.474, H13 0.972, H14 1.030, H15 1.046
5 C -0.923 -1.577 0.019  C3 1.611, O6 1.370, H16 1.073, H17 1.201
6 O -0.199 -2.579 -0.573  C5 1.370, H18 0.995
7 H 1.318 1.998 0.501  C1 1.046
8 H 2.584 1.359 -0.582  C1 1.131
9 H 1.151 2.499 -1.167  C1 1.138
10 H 1.214 -0.332 -1.542  C2 1.113
11 H -0.244 0.526 -1.555  C2 1.104
12 H 0.704 -0.415 1.316  C3 1.170
13 H -0.996 0.819 1.888  N4 0.972
14 H -1.928 0.216 0.609  N4 1.030
15 H -0.912 1.535 0.425  N4 1.046
16 H -1.800 -1.363 -0.561  C5 1.073
17 H -1.317 -1.953 1.090  C5 1.201
18 H 0.324 -3.043 0.135  O6 0.995

Values from the calculation:
Kohn-Sham gap = 11.0 eV
total charge = +1
structure (SMILES) = CC[C@@H]([NH3+])CO

=====

Arrangement Q

Entry from the Open Molecules 2025 dataset: 2 unconnected molecules or ions with the total composition C4H12NO (ωB97M-V/def2-TZVPD).

Bonds (Å) are listed after each position.
CARTESIAN COORDINATES (ANGSTROEM)
1 C -0.621 -2.660 -1.029  C2 1.540, H6 1.100, H7 1.084, H8 1.093
2 C 0.721 -1.977 -0.705  C1 1.540, C3 1.531, H9 1.098, H10 1.097
3 C 0.606 -0.713 0.151  C2 1.531, C4 1.325, H11 1.082
4 C -0.550 -0.066 0.171  C3 1.325, N5 1.515, H12 1.085
5 N -0.861 0.983 1.219  C4 1.515, H13 1.020, H14 1.029, H15 1.017
6 H -1.087 -2.137 -1.876  C1 1.100
7 H -1.152 -2.828 -0.099  C1 1.084
8 H -0.430 -3.609 -1.536  C1 1.093
9 H 1.378 -1.764 -1.559  C2 1.098
10 H 1.301 -2.696 -0.113  C2 1.097
11 H 1.552 -0.280 0.448  C3 1.082
12 H -1.278 0.018 -0.628  C4 1.085
13 H -0.581 0.531 2.090  N5 1.020
14 H -0.423 1.914 1.262  N5 1.029
15 H -1.877 1.012 1.206  N5 1.017
16 H 1.216 4.158 -0.266  O18 0.969
17 H -0.112 3.728 0.162  O18 0.962
18 O 0.772 3.360 0.058  H16 0.969, H17 0.962

Values from the calculation:
Kohn-Sham gap = 10.7 eV
total charge = +1

=====

Which one sits at the bottom of the stability order? arrangement P does.